ORCA calculation (ωB97M-V/def2-TZVPD) on a molecular structure, C30H33MgN5O5P at a distorted geometry.

Computed properties:
Energy relative to the best compared isomer or geometry (same formula, charge and spin) = 0.00 kJ/mol
Largest force on an atom = 1.49 eV/Å
LUMO energy = -2.557 eV
Calculated total energy = -2354.38069 a.u.
E_HOMO = -10.50 eV

Geometry as ORCA input:
```
! RIJCOSX wB97M-V def2-TZVPD def2/J DEFGRID3
* xyz 1 1
Mg 0.823 -1.669 -1.851
C 0.670 -2.220 4.631
O 2.015 -2.127 4.202
C 2.269 -2.206 2.889
C 3.618 -2.023 2.521
C 3.963 -2.066 1.207
C 3.010 -2.274 0.177
C 3.398 -2.224 -1.202
C 4.841 -2.192 -1.626
O 2.567 -2.181 -2.145
C 1.639 -2.479 0.555
O 0.690 -2.699 -0.311
C 1.314 -2.450 1.925
H 0.688 -2.096 5.709
H 0.241 -3.197 4.390
H 0.063 -1.427 4.183
H 4.346 -1.838 3.299
H 4.999 -1.904 0.948
H 5.541 -2.534 -0.872
H 5.092 -1.169 -1.915
H 4.935 -2.809 -2.518
H 0.279 -2.615 2.193
O 0.572 -0.201 -3.262
C 0.659 0.591 -2.300
N 0.685 1.938 -2.321
C 0.666 2.478 -0.963
C 0.655 1.142 -0.150
O 0.541 1.059 1.054
N 0.670 0.110 -1.028
C -0.647 3.173 -0.632
C -1.733 3.130 -1.501
C -2.951 3.688 -1.130
C -3.094 4.284 0.113
C -2.014 4.325 0.985
C -0.798 3.772 0.617
C 1.919 3.298 -0.691
C 1.913 4.680 -0.841
C 3.083 5.405 -0.666
C 4.262 4.757 -0.337
C 4.273 3.378 -0.185
C 3.107 2.650 -0.362
H 0.797 2.491 -3.154
H -1.628 2.676 -2.478
H -3.785 3.667 -1.820
H -4.039 4.731 0.393
H -2.121 4.795 1.954
H 0.042 3.796 1.298
H 0.991 5.188 -1.094
H 3.070 6.481 -0.784
H 5.173 5.324 -0.197
H 5.192 2.870 0.078
H 3.119 1.573 -0.233
C -4.403 -0.923 -0.236
N -3.161 -1.082 0.639
C -3.219 -2.454 1.311
N -3.368 -3.488 0.350
C -4.564 -3.272 -0.458
N -4.509 -1.994 -1.162
C -3.477 -1.974 -2.202
P -1.751 -2.221 -1.516
C -1.917 -0.935 -0.171
C -2.172 -3.700 -0.466
H -4.321 0.035 -0.749
H -5.265 -0.911 0.433
H -3.163 -0.355 1.357
H -4.072 -2.437 1.991
H -2.294 -2.576 1.875
H -5.441 -3.281 0.192
H -4.657 -4.078 -1.182
H -3.523 -1.024 -2.739
H -3.691 -2.764 -2.922
H -1.919 0.058 -0.622
H -1.046 -1.000 0.481
H -1.313 -3.920 0.165
H -2.337 -4.559 -1.118
*
```

***

ORCA calculation (ωB97M-V/def2-TZVPD) on a molecular structure, C30H33N4O2ScTe.

Computed properties:
Energy relative to the best compared isomer or geometry (same formula, charge and spin) = 22.05 kJ/mol
Largest force on an atom = 1.00 eV/Å
LUMO energy = -6.387 eV
Calculated total energy = -2560.88001 a.u.
E_HOMO = -11.70 eV

Geometry as ORCA input:
```
! RIJCOSX wB97M-V def2-TZVPD def2/J DEFGRID3
* xyz 2 1
Sc 0.498 0.005 0.009
C 0.338 -6.161 3.094
C 0.015 -4.970 2.235
C -0.296 -5.080 0.902
C -0.583 -3.954 0.099
C -1.001 -4.209 -1.232
N -1.410 -3.352 -2.119
C -2.091 -3.790 -3.358
C -2.200 -2.719 -4.437
C -1.017 -2.550 -5.386
N 0.198 -1.999 -4.752
C 0.337 -0.883 -4.110
C -0.616 0.175 -3.918
C -1.624 0.608 -4.804
C -2.453 1.662 -4.486
C -3.486 2.182 -5.449
C -2.299 2.250 -3.216
C -1.343 1.842 -2.304
C -1.295 2.455 -0.968
N -0.665 2.019 0.058
C -0.748 2.844 1.282
C -1.074 2.048 2.539
C 0.020 1.093 3.007
N 0.071 -0.106 2.155
C -0.113 -1.248 2.699
C -0.198 -2.529 2.006
C 0.017 -3.673 2.763
C -0.498 -2.650 0.631
O -0.708 -1.607 -0.147
C -0.449 0.821 -2.679
O 0.489 0.417 -1.876
H 0.106 -7.092 2.580
H -0.228 -6.141 4.025
H 1.398 -6.174 3.350
H -0.344 -6.063 0.444
H -1.036 -5.250 -1.545
H -1.427 -2.376 -1.825
H -3.100 -4.095 -3.080
H -1.572 -4.677 -3.723
H -2.480 -1.765 -3.984
H -3.048 -2.996 -5.066
H -1.289 -1.921 -6.230
H -0.722 -3.512 -5.802
H 1.017 -2.595 -4.758
H 1.289 -0.780 -3.595
H -1.730 0.143 -5.777
H -3.585 1.527 -6.313
H -3.211 3.173 -5.812
H -4.464 2.263 -4.974
H -2.973 3.055 -2.935
H -1.891 3.365 -0.863
H -1.494 3.628 1.139
H 0.220 3.338 1.403
H -2.008 1.496 2.405
H -1.251 2.770 3.336
H -0.141 0.803 4.047
H 0.994 1.588 2.959
H -0.224 -1.298 3.784
H 0.223 -3.547 3.822
Te 2.705 -1.794 -0.224
C 4.477 -0.657 -0.136
C 5.508 -1.089 0.690
C 6.688 -0.357 0.765
C 6.840 0.807 0.028
C 5.811 1.237 -0.799
C 4.634 0.505 -0.888
H 5.399 -1.993 1.276
H 7.490 -0.700 1.406
H 7.759 1.375 0.091
H 5.928 2.141 -1.384
H 3.850 0.835 -1.558
*
```

***

ORCA calculation (ωB97M-V/def2-TZVPD) on a molecular structure, C30H34BF4I2LuN10O3SSi2 at a distorted geometry.

Computed properties:
Energy relative to the best compared isomer or geometry (same formula, charge and spin) = 2.72 kJ/mol
Largest force on an atom = 4.27 eV/Å
LUMO energy = 3.262 eV
Calculated total energy = -5169.89141 a.u.
E_HOMO = -1.23 eV

Geometry as ORCA input:
```
! RIJCOSX wB97M-V def2-TZVPD def2/J DEFGRID3
* xyz -2 1
Lu -0.279 0.274 1.106
I -3.769 -0.269 4.933
C -3.022 -1.914 3.863
C -3.600 -3.172 4.012
C -3.112 -4.229 3.291
I -4.023 -6.119 3.594
C -2.039 -4.078 2.388
C -1.493 -5.102 1.584
C -0.442 -4.823 0.760
C 0.078 -3.518 0.727
N -0.421 -2.537 1.433
C -1.458 -2.788 2.257
C -1.948 -1.648 3.006
O -1.406 -0.493 2.890
H -4.433 -3.305 4.688
H -1.920 -6.096 1.617
H -0.010 -5.584 0.124
H 0.917 -3.289 0.082
C -0.722 5.012 1.334
Si -1.730 3.386 1.484
C -1.456 2.823 3.267
C -3.588 3.878 1.429
N -1.298 2.221 0.294
C -1.632 2.410 -1.018
C -2.250 3.608 -1.451
C -2.700 3.849 -2.735
C -2.556 2.869 -3.698
C -1.915 1.695 -3.335
C -1.391 1.463 -2.063
N -0.617 0.286 -1.994
Si 0.090 -0.484 -3.427
C -1.230 -1.308 -4.532
C 0.963 0.847 -4.439
C 0.933 -3.067 -2.872
H -1.155 5.800 1.955
H -0.668 5.390 0.310
H 0.302 4.843 1.676
H -2.174 3.306 3.932
H -0.458 3.094 3.611
H -1.573 1.746 3.392
H -4.040 3.836 2.421
H -4.137 3.191 0.781
H -3.739 4.887 1.036
H -2.375 4.395 -0.721
H -3.168 4.799 -2.969
H -2.936 2.999 -4.704
H -1.808 0.919 -4.082
H -1.398 -0.737 -5.449
H -2.194 -1.413 -4.029
H -0.894 -2.306 -4.819
H 0.251 1.570 -4.840
H 1.508 0.399 -5.271
H 1.667 1.400 -3.825
H -0.091 -3.272 -2.576
H 2.232 -1.606 -3.263
H 1.505 -5.078 -2.815
N 1.606 -1.932 3.272
C 2.310 -1.782 2.134
N 3.327 -2.616 1.943
C 3.991 -2.430 0.804
N 4.947 -3.315 0.462
N 3.824 -1.371 -0.003
C 2.790 -0.607 0.273
N 1.918 -0.825 1.261
C 2.651 0.632 -0.521
C 3.601 0.933 -1.494
C 3.534 2.152 -2.137
C 2.519 3.034 -1.790
C 1.599 2.636 -0.835
N 1.647 1.464 -0.212
H 2.072 -2.427 4.012
H 0.989 -1.178 3.538
H 4.881 -4.192 0.951
H 5.043 -3.392 -0.550
H 4.361 0.196 -1.710
H 4.248 2.416 -2.908
H 2.422 4.003 -2.261
H 0.776 3.280 -0.553
F 2.002 2.740 4.165
B 1.898 1.422 3.753
F 0.941 1.367 2.637
F 1.387 0.604 4.764
F 3.119 0.939 3.292
S 3.431 -3.875 -3.666
C 1.823 -4.061 -3.030
N 1.232 -1.721 -3.113
O -0.427 -0.417 -0.773
O -1.639 -0.634 -0.051
*
```

***

ORCA calculation (ωB97M-V/def2-TZVPD) on a molecular structure, C30H34BIrN4.

Computed properties:
⟨S²⟩ = 0.7591
Energy relative to the best compared isomer or geometry (same formula, charge and spin) = 126.96 kJ/mol
Largest force on an atom = 0.49 eV/Å
LUMO energy (alpha / beta) = -4.573 / -5.907 eV
Calculated total energy = -1511.48128 a.u.
E_HOMO (alpha / beta) = -11.47 / -11.46 eV

Geometry as ORCA input:
```
! RIJCOSX wB97M-V def2-TZVPD def2/J DEFGRID3
* xyz 1 2
Ir 0.025 -0.425 -0.097
C 2.049 2.544 0.993
C 0.802 1.735 1.181
C -0.410 2.142 0.586
C -0.396 3.195 -0.487
C -1.636 1.647 1.086
C -2.917 2.181 0.509
C -1.652 0.721 2.149
C -2.975 0.323 2.739
C -0.434 0.147 2.584
C -0.358 -0.839 3.717
C 0.795 0.611 2.054
C 2.106 0.090 2.577
H 2.633 2.254 0.118
H 2.698 2.445 1.859
H 1.794 3.597 0.886
H -0.618 4.179 -0.065
H -1.142 2.989 -1.252
H 0.574 3.255 -0.974
H -3.203 1.605 -0.377
H -2.810 3.218 0.200
H -3.736 2.131 1.218
H -3.360 1.121 3.380
H -2.922 -0.580 3.336
H -3.711 0.143 1.958
H 0.055 -1.801 3.401
H -1.316 -1.022 4.186
H 0.319 -0.460 4.484
H 2.410 0.643 3.470
H 2.894 0.200 1.836
H 2.045 -0.961 2.852
N -8.314 -1.377 -6.113
C -7.382 -1.291 -5.450
C -6.216 -1.182 -4.618
C -5.031 -1.809 -4.997
C -3.906 -1.693 -4.200
C -3.961 -0.962 -3.015
C -5.153 -0.351 -2.632
C -6.276 -0.450 -3.434
C -2.760 -0.840 -2.150
C -1.634 -0.206 -2.676
C -1.523 0.386 -3.953
C -0.249 0.900 -4.065
C 0.397 0.632 -2.858
N -0.422 -0.019 -2.009
C -2.817 -1.414 -0.879
C -3.810 -2.299 -0.404
C -3.366 -2.804 0.803
C -2.126 -2.209 1.042
N -1.793 -1.353 0.063
H -4.998 -2.384 -5.912
H -2.986 -2.184 -4.488
H -5.197 0.212 -1.708
H -7.200 0.033 -3.149
H -2.313 0.432 -4.683
H 0.182 1.419 -4.904
H 1.401 0.893 -2.576
H -4.714 -2.556 -0.929
H -3.856 -3.524 1.438
H -1.473 -2.379 1.881
B 4.564 0.336 -1.197
C 3.062 0.051 -0.880
N 1.956 -0.109 -0.576
H 5.047 -0.695 -1.586
H 5.022 0.715 -0.142
H 4.551 1.198 -2.047
C 0.781 -2.321 0.225
H 1.803 -2.420 -0.118
H 0.148 -3.087 -0.213
H 0.742 -2.396 1.318
*
```

***

ORCA calculation (ωB97M-V/def2-TZVPD) on a molecular structure, C30H34BN8O5PRuS at a distorted geometry.

Computed properties:
⟨S²⟩ = 8.7619
Energy relative to the best compared isomer or geometry (same formula, charge and spin) = 21.13 kJ/mol
Largest force on an atom = 4.63 eV/Å
LUMO energy (alpha / beta) = -1.972 / -4.445 eV
Calculated total energy = -2836.85046 a.u.
E_HOMO (alpha / beta) = -9.97 / -11.38 eV

Geometry as ORCA input:
```
! RIJCOSX wB97M-V def2-TZVPD def2/J DEFGRID3
* xyz 1 6
Ru -12.590 -11.601 -7.010
C -8.705 -12.817 -6.658
C -10.047 -12.701 -6.203
N -10.668 -11.810 -7.008
N -9.740 -11.112 -7.732
C -8.585 -11.789 -7.683
B -10.135 -9.602 -7.973
N -10.793 -9.096 -6.682
C -10.756 -7.883 -6.160
C -11.715 -7.813 -5.107
C -12.263 -9.086 -4.951
N -11.771 -9.861 -5.984
N -11.333 -9.594 -8.953
C -11.654 -8.636 -9.846
C -12.987 -8.809 -10.248
C -13.475 -9.924 -9.517
N -12.477 -10.364 -8.659
H -8.000 -13.515 -6.329
H -10.591 -13.152 -5.386
H -7.738 -11.629 -8.355
H -9.184 -9.004 -8.444
H -10.080 -7.159 -6.639
H -11.935 -6.905 -4.515
H -12.999 -9.490 -4.252
H -10.795 -8.046 -10.266
H -13.585 -8.090 -10.839
H -14.421 -10.435 -9.574
O -14.519 -10.663 -7.338
S -15.229 -10.916 -6.026
O -16.141 -9.859 -5.666
O -14.245 -11.306 -4.994
C -16.256 -12.313 -6.360
C -17.673 -12.181 -6.163
C -18.506 -13.252 -6.442
C -17.918 -14.518 -6.712
C -16.545 -14.676 -6.729
C -15.683 -13.520 -6.720
P -13.891 -13.733 -7.000
C -13.312 -14.529 -5.481
C -14.087 -14.470 -4.310
C -13.861 -15.382 -3.256
C -12.806 -16.294 -3.341
C -11.963 -16.288 -4.456
C -12.197 -15.377 -5.520
C -14.096 -15.007 -8.315
C -13.424 -16.269 -8.267
C -13.659 -17.183 -9.271
C -14.604 -16.942 -10.278
C -15.222 -15.700 -10.359
C -14.966 -14.736 -9.370
H -18.043 -11.181 -5.902
H -19.580 -13.122 -6.441
H -18.571 -15.392 -6.912
H -16.048 -15.659 -6.792
H -14.892 -13.742 -4.128
H -14.549 -15.418 -2.423
H -12.648 -17.037 -2.576
H -11.074 -16.932 -4.553
H -11.531 -15.376 -6.386
H -12.846 -16.600 -7.394
H -13.154 -18.136 -9.195
H -14.824 -17.741 -10.988
H -15.930 -15.492 -11.140
H -15.388 -13.751 -9.436
C -11.257 -11.332 -2.230
O -11.445 -12.556 -3.014
H -12.200 -10.879 -1.847
H -10.711 -10.541 -2.804
H -10.607 -11.595 -1.420
H -12.369 -12.576 -3.261
C -10.411 -15.763 -9.834
N -10.994 -14.884 -10.842
C -11.558 -13.675 -10.523
N -12.138 -12.954 -11.521
O -11.599 -13.270 -9.336
H -10.710 -16.813 -9.925
H -10.786 -15.428 -8.853
H -9.306 -15.740 -9.821
H -10.759 -15.083 -11.809
H -12.258 -13.299 -12.493
H -12.403 -12.001 -11.305
*
```

***

ORCA calculation (ωB97M-V/def2-TZVPD) on a molecular structure, C30H34BN8OSc.

Computed properties:
⟨S²⟩ = 0.7590
Energy relative to the best compared isomer or geometry (same formula, charge and spin) = 0.00 kJ/mol
Largest force on an atom = 0.40 eV/Å
LUMO energy (alpha / beta) = -8.693 / -12.162 eV
Calculated total energy = -2461.72710 a.u.
E_HOMO (alpha / beta) = -17.03 / -17.03 eV

Geometry as ORCA input:
```
! RIJCOSX wB97M-V def2-TZVPD def2/J DEFGRID3
* xyz 3 2
Sc 0.064 -0.212 -0.042
C 3.205 -0.013 3.571
C 3.327 -0.867 2.314
C 4.139 -0.123 1.256
C 1.991 -1.372 1.797
C 1.885 -2.158 0.635
C 0.689 -2.771 0.272
C -0.484 -2.606 1.030
C -1.735 -3.367 0.716
C -0.407 -1.743 2.125
C 0.807 -1.171 2.509
H 4.195 0.317 3.882
H 2.779 -0.557 4.414
H 2.603 0.881 3.384
H 3.876 -1.778 2.579
H 3.656 0.826 1.001
H 4.294 -0.698 0.344
H 5.127 0.106 1.654
H 2.759 -2.329 0.019
H 0.658 -3.380 -0.623
H -1.747 -4.284 1.310
H -1.784 -3.652 -0.333
H -2.630 -2.805 0.981
H -1.289 -1.580 2.736
H 0.841 -0.580 3.411
C 0.138 3.033 3.052
C -0.151 1.751 2.609
N 0.260 1.567 1.349
N 0.811 2.760 0.955
C 0.744 3.639 1.976
B 0.941 2.938 -0.563
N 1.957 1.944 -1.180
C 3.100 2.179 -1.850
C 3.626 0.983 -2.289
C 2.733 0.028 -1.827
N 1.736 0.602 -1.145
N -0.460 2.692 -1.156
C -1.413 3.540 -1.591
C -2.559 2.829 -1.853
C -2.232 1.517 -1.533
N -0.968 1.433 -1.103
N 1.425 4.370 -0.998
C 1.332 4.929 -2.171
C 2.040 6.179 -2.133
C 2.562 6.231 -0.798
N 2.215 5.183 -0.131
H -0.060 3.458 4.020
H -0.646 0.964 3.152
H 1.142 4.632 1.877
H 3.489 3.175 -1.977
H 4.526 0.832 -2.858
H 2.766 -1.042 -1.956
H -1.239 4.600 -1.670
H -3.498 3.208 -2.217
H -2.852 0.637 -1.589
H 0.812 4.483 -3.007
H 2.133 6.893 -2.938
H 3.166 7.005 -0.345
C -0.318 -1.623 -3.763
C -1.327 -1.582 -2.662
O -0.924 -1.243 -1.516
C -2.705 -1.946 -2.885
C -3.117 -2.412 -4.145
C -4.431 -2.786 -4.352
C -5.346 -2.695 -3.311
C -4.954 -2.233 -2.055
C -3.645 -1.866 -1.841
H 0.607 -1.161 -3.431
H -0.681 -1.117 -4.656
H -0.122 -2.662 -4.042
H -2.413 -2.490 -4.962
H -4.745 -3.150 -5.320
H -6.375 -2.989 -3.475
H -5.679 -2.170 -1.254
H -3.335 -1.519 -0.864
*
```